[1]
The following is a quantum chemistry calculation of a structure of composition C6H18IO6Zn at a distorted geometry, from the OMol25 dataset.

Total charge: +1
LUMO energy in eV: -3.1165
Highest occupied orbital energy in eV: -11.173

Each line ends with the Mulliken charge.
Geometry (Å):
I  -1.43789  0.12993  -3.25646  -0.430
Zn  -0.14620  0.05146  -1.03861  0.886
O  0.79178  0.31683  0.87474  -0.306
O  -2.17566  -2.92000  2.47279  -0.505
O  -1.19852  -1.40503  0.08309  -0.428
O  1.51499  1.38717  -1.76624  -0.377
O  1.38156  -1.33402  -1.45767  -0.375
O  -0.88611  1.87668  -0.32551  -0.481
C  -2.42434  -1.57418  2.20502  -0.454
C  0.74796  1.67782  1.40088  -0.529
C  -0.59492  2.26666  1.04037  -0.391
C  -2.50408  -1.36727  0.68903  -0.430
C  2.46263  0.59477  -2.52021  -0.624
C  2.66689  -0.70699  -1.76255  -0.433
H  2.02434  0.41247  -3.50346  0.345
H  -3.16019  -2.13752  0.29165  0.357
H  3.32776  -1.36305  -2.32489  0.469
H  -1.39749  1.95369  1.71344  0.307
H  -3.35992  -1.17470  2.61089  0.337
H  1.67739  2.28489  -2.08701  0.272
H  -1.66342  2.39349  -0.57726  0.304
H  1.61289  -2.26592  -1.36238  0.259
H  -1.00832  -2.34233  -0.06109  0.252
H  3.44918  1.04069  -2.64621  0.403
H  3.09833  -0.47878  -0.78410  0.264
H  -1.69940  -0.88030  2.64550  0.211
H  -1.30454  -3.02614  2.86346  0.330
H  0.91815  1.61538  2.47445  0.514
H  1.20530  -0.23204  1.54414  0.265
H  -2.90401  -0.36595  0.53102  0.342
H  -0.58944  3.35666  1.09977  0.398
H  1.57530  2.21562  0.93340  0.250

[2]
The following is a quantum chemistry calculation of a cluster of 2 separate species, C6H18N2 in total at a distorted geometry, from the OMol25 dataset.

Structure (SMILES): CCCN.CCCN
LUMO energy in eV: 1.1604
Highest occupied orbital energy in eV: -9.205

Each line ends with the Mulliken charge.
Geometry (Å):
N  0.66195  1.23866  -0.80526  -0.501
N  -0.86084  -1.25586  0.83269  -0.573
C  0.81414  1.29544  -2.22939  -0.482
C  -0.22506  0.09308  4.36164  -1.224
C  -0.29555  0.05165  2.82677  -0.276
C  0.26748  -0.00872  -2.88265  -0.291
C  -0.92706  -1.20786  2.31200  -0.413
C  0.43592  -0.16348  -4.44391  -1.270
H  0.00441  1.06085  4.83848  0.338
H  0.50120  -0.65620  4.71906  0.316
H  -0.82624  0.96780  2.50354  0.237
H  -0.01584  -1.10461  -4.79996  0.338
H  1.88103  1.44500  -2.48402  0.340
H  0.71108  -0.93333  -2.46579  0.226
H  -0.03321  0.67752  -4.98173  0.326
H  -1.94356  -1.33581  2.73130  0.326
H  -1.23594  -0.22095  4.67167  0.283
H  -0.33144  1.08201  -0.60203  0.206
H  -0.28028  -1.99085  2.75250  0.259
H  0.71928  0.07705  2.38525  0.311
H  1.51256  -0.17740  -4.68330  0.324
H  0.05163  -0.94334  0.48282  0.179
H  0.24984  2.16377  -2.62057  0.259
H  0.90533  2.13210  -0.36342  0.208
H  -0.81845  -0.03034  -2.66877  0.326
H  -0.92235  -2.25620  0.61310  0.227